Entry 1:
11
Properties=species:S:1:pos:R:3:nbo_charge:R:1 method="wB97M-V/def2-TZVPD" e_homo_ev="-8.517 / -8.514" orbital_gap_ha="0.264 / 0.264" e_lumo_ev="-1.3 / -1.3" e_above_lowest_kj_mol=393.4 e_tot_ha=-859.55363
C -0.792 1.443 0.051 -0.504
C -1.663 -1.122 -0.093 -0.125
C 0.328 0.866 0.043 -0.176
N -0.501 -1.479 -0.117 -0.406
Si 1.885 -0.100 -0.052 0.865
S -2.329 0.571 0.054 0.239
H -1.007 2.582 -0.060 0.315
H -2.669 -1.605 -0.049 0.210
H 2.168 -0.451 -1.396 -0.145
H 1.511 -1.246 1.016 -0.102
H 3.069 0.541 0.602 -0.170



Entry 2:
13
Properties=species:S:1:pos:R:3:nbo_charge:R:1 method="wB97M-V/def2-TZVPD" e_homo_ev="-9.392 / -9.227" orbital_gap_ha="0.350 / 0.167" spin_multiplicity=4 e_lumo_ev="0.1 / -4.7" e_above_lowest_kj_mol=46.8 e_tot_ha=-1926.46215
C 0.973 -1.319 -3.122 -0.639
C -0.264 -0.464 -3.050 -0.037
O -0.321 0.466 -2.077 -0.877
Ni -1.451 0.825 -0.647 1.403
H 0.872 -2.045 -3.939 0.217
H 1.865 -0.700 -3.293 0.211
H 1.103 -1.866 -2.177 0.208
H -1.312 -1.098 -2.873 0.134
H -0.520 0.061 -4.010 0.162
O -2.759 -0.580 -0.637 -0.715
C -3.208 -0.075 0.508 0.885
O -2.643 1.072 0.801 -0.781
O -4.043 -0.645 1.215 -0.172



Entry 3:
10
Properties=species:S:1:pos:R:3:nbo_charge:R:1 method="wB97M-V/def2-TZVPD" e_homo_ev="-5.652 / -11.232" orbital_gap_ha="0.246 / 0.324" spin_multiplicity=4 e_lumo_ev="1.1 / -2.4" e_above_lowest_kj_mol=272.9 e_tot_ha=-267.43153
O 0.857 -0.898 1.204 -0.182
O 0.782 0.088 2.196 -0.060
C -0.123 1.206 -0.231 -0.684
C 0.290 -0.255 0.143 0.226
C -0.195 -1.316 -0.603 -0.353
H -0.146 1.898 0.601 0.238
H 0.486 1.722 -1.021 0.227
H -1.169 1.251 -0.670 0.220
H 0.039 -2.293 -0.120 0.178
H -0.820 -1.404 -1.498 0.190



Entry 4:
11
Properties=species:S:1:pos:R:3:nbo_charge:R:1 method="wB97M-V/def2-TZVPD" e_homo_ev=-4.099 smiles="O=C([O-])CCS" orbital_gap_ha=0.270 e_lumo_ev=3.3 e_above_lowest_kj_mol=34.6 charge=-1 e_tot_ha=-666.03258
O -2.231 -0.629 0.048 -0.794
C -1.635 0.431 -0.248 0.766
O -2.081 1.588 -0.328 -0.780
C -0.117 0.216 -0.608 -0.542
C 0.771 0.225 0.632 -0.463
S 2.083 -1.082 0.689 -0.141
H 0.114 0.977 -1.347 0.205
H -0.084 -0.809 -0.989 0.203
H 0.227 0.023 1.545 0.220
H 1.367 1.134 0.667 0.207
H 1.586 -2.074 -0.061 0.118